1.
Molecular formula: H6IP5
Method: DFT, wB97M-V/def2-TZVPD

Last column: natural (NBO) charge in e.
Element x y z (Å)
1 P -1.93708 -0.43895 -0.04264  0.13
2 P -0.67766 2.75103 -0.61822  0.06
3 P 1.68749 -1.55041 1.02671  -0.03
4 P -0.32214 0.96913 0.66567  -0.09
5 P 1.52961 0.32319 -0.00557  0.25
6 I 0.36238 -1.20926 -2.72840  -0.43
7 H -1.03926 -1.51581 0.48353  0.02
8 H -2.74032 -0.60974 1.18494  0.00
9 H -1.88649 2.16691 -1.21300  0.02
10 H 0.12720 2.13037 -1.59969  0.01
11 H 1.93402 -1.31281 2.43324  0.04
12 H 2.96225 -1.70364 0.41343  0.03

The LUMO energy (spin up / spin down) is -2.5 / -2.5 eV. Its net charge is 0. The total energy is -2007.9603 Ha.

---

2.
Molecular formula: C18H23NO5
Method: DFT, wB97M-V/def2-TZVPD

Last column: natural (NBO) charge in e.
Element x y z (Å)
1 C -5.09446 -2.28294 -0.23786  -0.61
2 H -6.16212 -2.16298 -0.39583  0.21
3 H -4.93051 -2.97483 0.58375  0.22
4 H -4.64557 -2.70203 -1.13466  0.22
5 C -4.45308 -0.93514 0.08886  0.28
6 C -5.04659 -0.35731 1.37892  -0.64
7 H -6.11496 -0.19962 1.26140  0.22
8 H -4.87797 -1.04654 2.20303  0.22
9 H -4.57860 0.59478 1.62085  0.22
10 C -4.63662 0.04905 -1.06883  -0.54
11 C -3.87406 1.33708 -0.81806  0.58
12 O -4.30693 2.42452 -1.12503  -0.54
13 C -2.55308 1.10995 -0.21656  -0.25
14 C -1.61933 2.14120 -0.17147  -0.19
15 C -0.34148 1.93246 0.32656  0.35
16 C 0.00197 0.66185 0.78827  -0.26
17 C -0.92399 -0.36323 0.76034  -0.24
18 C -2.20956 -0.15989 0.27063  0.32
19 O -3.06255 -1.21154 0.29350  -0.50
20 H -0.65894 -1.34416 1.12165  0.22
21 H 0.99001 0.44445 1.16245  0.23
22 O 0.47632 3.02727 0.34364  -0.49
23 C 1.80855 2.86684 0.74287  -0.17
24 H 2.23625 3.87426 0.72431  0.22
25 C 2.61345 1.96896 -0.20708  0.66
26 O 2.16698 1.52810 -1.23984  -0.61
27 N 3.89195 1.77346 0.20562  -0.62
28 H 4.14350 2.05951 1.13946  0.39
29 C 4.68945 0.72270 -0.38014  -0.26
30 H 5.73670 1.02936 -0.42401  0.20
31 H 4.30517 0.57046 -1.39006  0.23
32 C 4.55069 -0.58193 0.43988  0.09
33 C 5.03677 -1.79981 -0.35088  -0.43
34 H 5.88953 -1.56476 -0.98347  0.21
35 H 5.31635 -2.59547 0.33962  0.21
36 C 3.78856 -2.19168 -1.14984  -0.44
37 H 3.68223 -3.27150 -1.22705  0.22
38 C 2.62873 -1.56211 -0.35555  -0.09
39 H 2.04570 -0.87370 -0.97774  0.20
40 O 3.19983 -0.85080 0.73666  -0.54
41 H 1.95437 -2.30808 0.07113  0.18
42 H 3.82550 -1.77934 -2.15692  0.21
43 H 5.06254 -0.46008 1.40127  0.18
44 H 1.87470 2.47209 1.76788  0.19
45 H -1.89797 3.11267 -0.54788  0.24
46 H -4.23452 -0.38908 -1.98784  0.24
47 H -5.69288 0.26756 -1.22593  0.24

The SMILES is CC1(C)CC(=O)c2cc(OCC(=O)NC[C@@H]3CCCO3)ccc2O1. The LUMO energy is 0.6 eV. Its net charge is 0. The total energy is -1130.6727 Ha.

---

Values of energy relative to the best compared isomer or geometry (same formula, charge and spin), in order: 183.1 192.1, all in kJ/mol.